Entry 1:
Here is a 2-piece molecular cluster, C3H10N2OP overall in a non-equilibrium geometry from the OMol25 dataset. Energies are from wB97M-V/def2-TZVPD.

Computed properties:
Energy above the lowest of the compared OMol25 structures with the same formula, charge and spin ... 129.09 kcal per mole
Charge ... +1
E_LUMO ... -4.71 eV
2S+1 ... 1
Molar mass ... 121.10 g/mol
E ... -646.025069 a.u.

Positions of all 17 atoms, in Å:
C  -2.71491  1.52175  -0.23882
C  3.26697  0.01287  -0.24953
C  -0.36515  -1.75511  0.20827
N  -1.96863  0.35231  0.01660
N  2.35862  0.84704  0.44358
O  1.16782  0.75684  0.24369
P  -0.71407  -0.26246  -0.77236
H  -2.51780  2.16192  0.70646
H  -2.24286  1.89448  -1.05910
H  -3.78500  1.32707  -0.41211
H  3.89728  0.59380  -0.80774
H  2.68132  -0.82963  -0.70235
H  4.03443  -0.48316  0.39046
H  0.62947  -1.89156  -0.06506
H  -1.02529  -2.60648  0.20520
H  -0.44235  -1.45790  1.26893
H  -2.25986  -0.18178  0.82389

Here are the Mulliken charges for atoms 1 to 6, given in e: atom 1 (C): -0.688, atom 2 (C): -0.592, atom 3 (C): -0.907, atom 4 (N): -0.093, atom 5 (N): 0.079, atom 6 (O): -0.209

***

Entry 2:
Here is the molecule C7H12NP in a non-equilibrium geometry from the OMol25 dataset. Energies are from wB97M-V/def2-TZVPD.

Computed properties:
Energy above the lowest of the compared OMol25 structures with the same formula, charge and spin ... 65.81 kcal per mole
E_LUMO ... 0.53 eV
2S+1 ... 1
Molar mass ... 141.15 g/mol
E ... -669.866351 a.u.

Positions of all 21 atoms, in Å:
C  -0.27408  0.45586  1.07179
C  -0.00119  0.94903  -1.03026
C  -0.67803  -1.79376  0.35217
C  0.18461  -1.79924  -0.87813
C  -0.36532  1.70143  1.90002
C  -0.38548  2.32165  -1.33050
C  1.62257  -1.82718  -0.34697
N  -0.59688  -0.69648  1.29038
P  -0.14904  -0.34050  -2.12097
H  -1.67641  -1.76516  -0.04295
H  -0.65508  -2.65995  0.99468
H  0.06566  -2.88822  -1.35615
H  -1.21565  1.54866  2.61645
H  -0.72471  2.52655  1.31948
H  0.57419  2.04127  2.38129
H  0.21989  3.02726  -0.78952
H  -1.44207  2.43210  -0.86937
H  -0.31173  2.47014  -2.45584
H  1.72934  -1.20572  0.48854
H  2.41002  -1.50019  -1.04673
H  1.66938  -2.99754  -0.14742

Here are the Mulliken charges for atoms 1 to 6, given in e: atom 1 (C): 0.623, atom 2 (C): 0.366, atom 3 (C): -0.876, atom 4 (C): 0.087, atom 5 (C): -1.052, atom 6 (C): -1.139

***

Entry 3:
Here is a 2-piece molecular cluster, C23H34N3O2 overall in a non-equilibrium geometry from the OMol25 dataset. Energies are from wB97M-V/def2-TZVPD.

Computed properties:
Charge ... +1
E_LUMO ... -4.37 eV
2S+1 ... 1
Molar mass ... 384.54 g/mol
E ... -1211.286719 a.u.

Positions of all 62 atoms, in Å:
C  0.29727  -4.34809  0.34462
N  1.50978  -3.53163  0.22899
C  1.68131  -2.15743  0.31495
C  0.61626  -1.18995  0.54694
C  -0.75762  -1.58158  0.38145
C  -1.75788  -1.01316  1.11147
C  -3.10797  -1.50529  1.17807
C  -3.87548  -1.25205  2.32975
C  -5.13813  -1.77784  2.46486
C  -5.68058  -2.55533  1.45537
C  -4.94582  -2.81438  0.30991
C  -3.67299  -2.31128  0.17185
O  0.87008  -0.05071  0.96717
N  3.04742  -1.91626  0.35118
C  3.81173  -0.61422  0.38252
C  5.31849  -0.87361  0.22079
C  3.59690  0.08436  1.72633
C  3.34415  0.26447  -0.77989
C  3.68825  -3.14133  0.28618
C  2.75764  -4.11986  0.20625
H  0.56344  -5.36965  0.60868
H  -0.34969  -3.96114  1.12967
H  -0.23867  -4.38052  -0.60288
H  -0.98719  -2.42310  -0.23928
H  -1.47624  -0.24221  1.80971
H  -3.43501  -0.67795  3.12822
H  -5.70158  -1.58809  3.36430
H  -6.67680  -2.95398  1.56426
H  -5.38335  -3.40996  -0.47439
H  -3.10971  -2.52032  -0.72110
H  5.52970  -1.40869  -0.70465
H  5.87223  0.06588  0.20040
H  5.70417  -1.46522  1.05105
H  2.56084  0.38766  1.84610
H  3.83685  -0.58744  2.55085
H  4.21873  0.97843  1.79288
H  2.30291  0.55477  -0.65250
H  3.94749  1.17078  -0.84564
H  3.42829  -0.27905  -1.72083
H  4.75103  -3.29279  0.33394
H  2.94846  -5.17781  0.17119
C  2.10669  3.82523  0.24396
O  1.25242  3.18798  -0.67125
C  0.21557  4.04718  -1.13398
C  -0.91139  3.24618  -1.79185
C  -1.87450  4.10111  -2.64597
C  -3.26583  3.45533  -2.47513
C  -3.12917  2.45619  -1.30467
N  -1.76225  2.60032  -0.76350
H  2.78223  3.08076  0.66308
H  2.68220  4.59812  -0.26611
H  1.51839  4.26547  1.04909
H  -0.18587  4.60482  -0.28192
H  0.65156  4.77592  -1.82629
H  -0.45443  2.46257  -2.41569
H  -1.87135  5.13107  -2.27416
H  -1.55617  4.14210  -3.69470
H  -4.03005  4.21567  -2.27007
H  -3.58057  2.94441  -3.39254
H  -3.85310  2.67488  -0.51246
H  -3.30695  1.42456  -1.63190
H  -1.33616  1.74571  -0.39264

Here are the Mulliken charges for atoms 1 to 6, given in e: atom 1 (C): -1.028, atom 2 (N): -0.005, atom 3 (C): -0.287, atom 4 (C): 1.104, atom 5 (C): -0.830, atom 6 (C): -0.013

***

Entry 4:
Here is a 3-piece molecular cluster, C5H16O2 overall in a non-equilibrium geometry from the OMol25 dataset. Energies are from wB97M-V/def2-TZVPD.

Computed properties:
Energy above the lowest of the compared OMol25 structures with the same formula, charge and spin ... 26.70 kcal per mole
E_LUMO ... 0.76 eV
2S+1 ... 1
SMILES ... CCCCC.O.O
Molar mass ... 108.18 g/mol
E ... -350.539729 a.u.

Positions of all 23 atoms, in Å:
C  0.91966  -0.52741  2.74941
C  1.38029  -0.14565  1.34903
C  0.71879  -0.97729  0.22044
C  -0.42879  -0.19515  -0.42903
C  -1.62721  -1.07698  -0.77175
H  1.79107  -0.44018  3.42537
H  0.56938  -1.52794  2.88080
H  0.18565  0.16270  3.15505
H  2.47855  -0.25775  1.20359
H  1.30008  0.92487  1.14577
H  1.26401  -1.46401  -0.62989
H  0.37155  -1.92066  0.66501
H  -0.82438  0.60287  0.22060
H  -0.09703  0.40217  -1.30729
H  -1.65713  -1.41691  -1.79843
H  -1.79190  -1.91801  -0.09228
H  -2.56109  -0.46577  -0.59172
O  -0.47781  4.54877  0.18552
H  0.42717  4.88974  0.27733
H  -0.68865  3.83369  0.80179
O  -0.12871  -1.11563  -4.00641
H  -0.53573  -0.24310  -4.01874
H  -0.58776  -1.67237  -4.63418

Here are the Mulliken charges for atoms 1 to 6, given in e: atom 1 (C): -1.126, atom 2 (C): -0.494, atom 3 (C): -0.777, atom 4 (C): -0.105, atom 5 (C): -1.133, atom 6 (H): 0.303

***

Entry 5:
Here is C32H29N3O6SScSe as an isolated structure in a non-equilibrium geometry from the OMol25 dataset. Energies are from wB97M-V/def2-TZVPD.

Computed properties:
Energy above the lowest of the compared OMol25 structures with the same formula, charge and spin ... 12.14 kcal per mole
Charge ... -1
E_LUMO ... 2.20 eV
2S+1 ... 1
Molar mass ... 707.58 g/mol
E ... -5413.044200 a.u.

Positions of all 73 atoms, in Å:
Sc  -0.09129  -0.37794  -0.74308
C  2.19749  3.58036  0.79327
C  2.24772  2.33081  1.66684
C  0.85032  1.98168  2.18208
C  2.89735  1.14277  0.98284
C  2.90713  0.98052  -0.40002
C  3.48593  -0.14220  -0.98452
C  4.09167  -1.12201  -0.21164
C  4.69422  -2.34667  -0.83849
C  4.10189  -0.94874  1.16995
C  3.51289  0.15680  1.75538
H  1.84721  4.43611  1.37277
H  1.50739  3.44344  -0.04145
H  3.17696  3.82238  0.37952
H  2.86788  2.54758  2.54701
H  0.15964  1.82195  1.34634
H  0.44366  2.80823  2.77102
H  0.85829  1.08573  2.80554
H  2.47065  1.73500  -1.04520
H  3.42677  -0.25278  -2.06156
H  5.78630  -2.31645  -0.81392
H  4.38694  -2.44136  -1.87947
H  4.37960  -3.24996  -0.31320
H  4.54711  -1.71082  1.80003
H  3.50690  0.25203  2.83488
O  1.05400  -1.74525  2.84384
S  0.29470  -1.98329  1.64555
O  1.03270  -1.91630  0.35173
N  -0.84519  -0.97156  1.31507
C  -1.87786  -0.57060  2.13552
C  -2.15784  -0.96571  3.41684
C  -3.28793  -0.43450  4.08594
C  -4.11276  0.47707  3.49311
C  -3.83757  0.91192  2.16983
C  -4.61306  1.86311  1.46572
C  -4.24757  2.23289  0.20434
C  -3.09488  1.65059  -0.37575
N  -2.37353  0.75562  0.24210
C  -2.72529  0.38717  1.49901
C  -0.35406  -3.62326  1.79664
C  -0.23939  -4.27359  3.01731
C  -0.78180  -5.54326  3.16110
C  -1.42791  -6.14763  2.09420
C  -1.53378  -5.48843  0.87730
C  -0.99906  -4.21959  0.72202
H  -1.51784  -1.66805  3.93334
H  -3.48913  -0.76460  5.09673
H  -4.97148  0.87883  4.01572
H  -5.48777  2.29160  1.94141
H  -4.81481  2.96151  -0.35708
H  -2.76042  1.93077  -1.36843
H  0.27479  -3.79150  3.83417
H  -0.69859  -6.05802  4.10853
H  -1.85141  -7.13656  2.20932
H  -2.03862  -5.95608  0.04271
H  -1.09144  -3.70285  -0.22328
N  -4.40481  -6.04319  -3.58091
C  -3.80456  -5.13935  -3.19835
C  -3.05205  -4.01432  -2.70795
C  -1.73660  -3.81839  -3.12642
C  -1.02310  -2.73633  -2.62962
C  -1.55611  -1.84154  -1.68522
C  -2.89277  -2.06337  -1.31868
C  -3.64008  -3.12228  -1.81553
H  -1.28848  -4.50719  -3.83166
H  -0.00910  -2.59076  -2.99241
H  -3.37122  -1.41059  -0.59429
H  -4.66804  -3.27128  -1.50681
O  0.72159  -0.23318  -2.62199
Se  0.21474  1.37359  -2.87673
O  -1.06970  1.44909  -3.84693
O  -0.28940  1.58870  -1.26019
O  1.48245  2.31493  -3.19907

Here are the Mulliken charges for atoms 1 to 6, given in e: atom 1 (Sc): -0.221, atom 2 (C): -1.727, atom 3 (C): 0.507, atom 4 (C): -1.183, atom 5 (C): 0.028, atom 6 (C): -0.166

***

Entry 6:
Here is the molecule C6H10 in a non-equilibrium geometry from the OMol25 dataset. Energies are from wB97M-V/def2-TZVPD.

Computed properties:
Energy above the lowest of the compared OMol25 structures with the same formula, charge and spin ... 46.29 kcal per mole
E_LUMO ... 1.01 eV
2S+1 ... 1
SMILES ... CC#CCCC
Molar mass ... 82.15 g/mol
E ... -234.528746 a.u.

Positions of all 16 atoms, in Å:
C  2.48355  -0.90856  0.71424
C  1.50450  -0.31464  -0.13103
C  0.88747  0.49610  -0.78136
C  -0.39846  0.83872  -1.31955
C  -1.39332  -0.00807  -0.55180
C  -1.67966  0.42037  0.86483
H  2.85658  -1.81120  0.23260
H  3.29942  -0.20510  0.89323
H  2.05568  -1.16701  1.68508
H  -0.44023  0.57202  -2.37882
H  -0.59697  1.89854  -1.18457
H  -2.33186  -0.04412  -1.10660
H  -0.94437  -1.06728  -0.74883
H  -0.78487  0.57595  1.47223
H  -2.29108  -0.27608  1.44597
H  -2.22915  1.37131  0.95466

Here are the Mulliken charges for atoms 1 to 6, given in e: atom 1 (C): -1.232, atom 2 (C): 0.393, atom 3 (C): -0.144, atom 4 (C): -0.465, atom 5 (C): -0.399, atom 6 (C): -1.160